Entry 1:
Here is a structure of composition C21H36CeP2 from the OMol25 dataset. Energies are from ωB97M-V/def2-TZVPD.

Structure (XYZ):
```
60
Properties=species:S:1:pos:R:3
P -1.608 -1.522 -2.832
P -1.466 -2.693 0.378
C -1.897 -3.294 -2.374
C -2.483 -3.467 -0.972
H -0.931 -3.817 -2.488
H -2.592 -3.688 -3.128
H -3.494 -3.033 -0.884
H -2.537 -4.529 -0.693
C -0.065 -3.878 0.438
H 0.589 -3.617 1.283
H 0.522 -3.857 -0.497
H -0.478 -4.886 0.580
C -2.517 -3.110 1.790
H -2.607 -4.200 1.845
H -3.507 -2.659 1.634
H -2.066 -2.716 2.707
C -0.865 -1.710 -4.467
H -0.596 -0.718 -4.846
H -1.562 -2.197 -5.158
H 0.043 -2.322 -4.375
C -3.321 -0.922 -3.052
H -3.877 -0.965 -2.099
H -3.852 -1.532 -3.797
H -3.285 0.120 -3.405
Ce 0.464 3.656 1.255
C -0.353 -0.134 1.546
C 0.822 -0.603 1.082
C 1.155 -1.120 -0.265
C 1.763 -0.172 -1.331
C 0.907 0.958 -1.770
C -0.403 1.183 -1.550
C -1.342 0.379 -0.732
C -1.488 0.497 0.810
C 1.622 4.631 -0.410
H -0.462 -0.031 2.640
H 1.696 -0.523 1.745
H 0.268 -1.531 -0.760
H 1.846 -1.969 -0.141
H 2.731 0.196 -0.967
H 2.008 -0.821 -2.190
H 1.478 1.756 -2.264
H -0.884 2.059 -2.016
H -1.063 -0.686 -0.864
H -2.351 0.490 -1.159
H -1.688 1.545 1.112
H -2.428 -0.027 1.069
H 1.605 5.707 -0.145
H 1.126 4.468 -1.377
H 2.662 4.282 -0.415
C 3.745 4.169 4.685
C 4.426 3.837 3.503
C 3.733 3.337 2.389
C 2.351 3.145 2.500
C 1.651 3.443 3.677
C 2.379 3.959 4.789
H 4.301 4.581 5.531
H 5.506 3.989 3.459
H 4.252 3.125 1.452
H 0.570 3.260 3.811
H 1.847 4.179 5.712
```

Output
orbital gap (alpha / beta): 2.6 / 2.6 eV
LUMO level (alpha / beta): -0.3436 / -0.3436 Ha
net charge: +2
highest occupied orbital energy (alpha / beta): -11.929 / -11.934 eV
2S+1: 1

Entry 2:
Here is a structure of composition C21H36Cl3MgN2O4Si from the OMol25 dataset. Energies are from ωB97M-V/def2-TZVPD.

Structure (XYZ):
```
68
Properties=species:S:1:pos:R:3
C -1.653 -2.028 -2.305
C -1.152 -2.914 -1.213
H -1.590 -2.519 -3.279
H -1.078 -1.090 -2.320
H -2.705 -1.758 -2.128
C -0.673 -4.157 -1.380
C -0.554 -4.880 -2.685
H -0.342 -4.732 -0.507
H -0.691 -4.230 -3.562
H -1.277 -5.709 -2.758
H 0.447 -5.333 -2.749
Mg 0.089 0.713 0.496
Cl -2.243 0.773 1.121
Cl 1.091 1.520 -1.376
H 0.788 4.610 4.681
H -1.348 5.539 3.972
C 1.057 4.322 3.661
C -1.110 5.298 2.928
N -0.164 4.185 2.872
H 1.586 3.370 3.657
C -0.345 3.168 2.041
O 0.458 2.215 1.874
H -2.031 5.019 2.407
H -1.298 3.180 1.492
H 1.702 5.105 3.241
H -0.700 6.201 2.451
H 1.620 -1.581 -1.807
H 2.388 -3.675 -0.107
C 2.579 -1.158 -1.468
C 3.275 -3.024 -0.069
N 2.903 -1.622 -0.136
H 2.489 -0.055 -1.459
C 2.671 -0.942 1.004
O 2.016 0.103 1.132
H 3.815 -3.208 0.869
H 3.141 -1.425 1.892
H 3.371 -1.481 -2.155
H 3.915 -3.257 -0.921
O -0.105 -1.308 0.097
C -1.089 -2.226 0.158
C 0.182 -3.555 1.968
C -1.014 -3.228 1.345
H 1.084 -2.990 1.701
C 0.226 -4.627 2.868
H -2.042 -1.682 0.278
C -2.197 -3.858 1.729
H 1.186 -4.942 3.277
C -0.954 -5.290 3.227
C -2.174 -4.889 2.672
H -3.129 -3.540 1.253
H -0.922 -6.124 3.935
H -3.106 -5.384 2.956
Si -0.490 3.835 -3.062
Cl -1.151 1.904 -3.572
C 1.339 4.271 -2.822
C -1.603 4.182 -1.603
C -0.910 5.046 -4.456
H 1.857 3.545 -2.179
H 1.413 5.263 -2.347
H 1.852 4.318 -3.795
H -0.199 4.969 -5.286
H -0.854 6.076 -4.071
H -1.916 4.897 -4.856
H -1.487 3.430 -0.813
H -2.636 4.142 -1.973
H -1.384 5.183 -1.216
O -0.133 -1.273 4.082
C -0.089 -0.692 3.102
```

Output
orbital gap: 6.9 eV
LUMO level: 0.0876 Ha
net charge: -1
highest occupied orbital energy: -4.552 eV
2S+1: 1
energy relative to the best compared isomer or geometry (same formula, charge and spin): 0.000 eV

Entry 3:
Here is a structure of composition C21H36Cl3N2O4SiTi from the OMol25 dataset. Energies are from ωB97M-V/def2-TZVPD.

Structure (XYZ):
```
68
Properties=species:S:1:pos:R:3
C 2.674 -2.299 -6.830
C 2.370 -1.552 -8.105
H 1.850 -2.977 -6.573
H 2.744 -1.556 -6.021
H 3.603 -2.875 -6.921
C 2.196 -2.259 -9.268
C 2.214 -3.731 -9.397
H 2.032 -1.732 -10.199
H 1.509 -4.211 -8.708
H 3.182 -4.241 -9.270
H 1.873 -3.966 -10.415
Ti 1.449 -0.078 -3.339
Cl 3.001 -1.575 -2.536
Cl 2.784 1.471 -4.504
C 0.439 2.750 -2.761
O 0.250 1.501 -2.593
N -0.541 3.625 -2.591
C -1.852 3.086 -2.238
C -0.318 5.066 -2.643
H 1.406 3.145 -3.080
H -1.754 2.424 -1.366
H -2.277 2.474 -3.045
H -2.485 3.947 -2.026
H 0.541 5.356 -2.017
H -1.223 5.557 -2.278
H -0.078 5.385 -3.668
H -0.446 -4.228 0.023
H -1.414 -3.007 -3.611
C -1.374 -3.737 -0.328
C -1.964 -3.079 -2.680
N -1.071 -2.966 -1.536
H -1.724 -3.064 0.485
C -0.116 -2.043 -1.383
O -0.042 -0.963 -2.030
H -2.730 -2.308 -2.649
H 0.624 -2.255 -0.578
H -2.147 -4.470 -0.563
H -2.427 -4.046 -2.575
O 0.869 -0.747 -4.686
C 2.337 -0.151 -7.948
C 0.753 0.344 -9.808
C 1.740 0.745 -8.850
H 0.477 -0.709 -9.929
C 0.120 1.277 -10.628
H 2.843 0.268 -7.083
C 2.082 2.124 -8.802
H -0.632 0.907 -11.342
C 0.455 2.638 -10.525
C 1.476 3.051 -9.634
H 2.868 2.452 -8.123
H -0.064 3.404 -11.096
H 1.763 4.089 -9.593
Si -1.913 -0.260 -6.748
Cl -0.851 -1.941 -7.398
C -3.078 0.240 -8.040
C -0.686 1.211 -6.774
C -2.472 -0.569 -4.959
H -3.348 1.250 -7.721
H -3.874 -0.498 -7.939
H -2.554 0.215 -8.991
H -3.142 -1.446 -4.809
H -3.112 0.321 -4.821
H -1.745 -0.557 -4.114
H -0.470 1.508 -7.804
H 0.254 1.189 -6.214
H -1.273 2.038 -6.362
O 0.400 1.052 0.547
C 0.023 -0.017 0.599
```

Output
orbital gap (alpha / beta): 3.6 / 7.1 eV
LUMO level (alpha / beta): 0.0869 / 0.0868 Ha
net charge: -1
highest occupied orbital energy (alpha / beta): -1.205 / -4.687 eV
2S+1: 3
energy relative to the best compared isomer or geometry (same formula, charge and spin): 1.015 eV

Entry 4:
Here is the molecule C21H36N4O from the OMol25 dataset. Energies are from ωB97M-V/def2-TZVPD.

Structure (XYZ):
```
62
Properties=species:S:1:pos:R:3
O -3.238 1.287 0.331
H -3.652 0.880 -0.438
C -2.604 0.280 1.089
C -1.583 -0.508 0.272
H -2.104 -1.031 -0.534
H -0.870 0.190 -0.166
C -0.813 -1.534 1.129
N -0.185 -2.607 0.386
C 0.848 -2.128 -0.505
C 1.911 -1.391 0.308
N 1.289 -0.300 1.028
C 0.289 -0.835 1.931
H -0.132 -0.015 2.513
H 0.734 -1.566 2.630
C 2.253 0.537 1.729
C 1.590 1.767 2.255
C 0.932 2.741 1.521
N 0.478 3.638 2.423
N 0.783 3.309 3.678
C 1.455 2.178 3.591
H 1.824 1.697 4.475
H -0.060 4.470 2.244
C 0.767 2.875 0.046
C 1.859 3.788 -0.532
C 1.742 3.857 -2.051
C 0.361 4.357 -2.463
C -0.728 3.465 -1.873
C -0.610 3.413 -0.352
H -1.399 2.783 0.060
H -0.742 4.424 0.043
H -1.713 3.843 -2.153
H -0.629 2.456 -2.279
H 0.281 4.373 -3.552
H 0.224 5.380 -2.104
H 2.513 4.520 -2.452
H 1.907 2.862 -2.470
H 1.755 4.791 -0.110
H 2.844 3.409 -0.249
H 0.896 1.874 -0.378
H 3.031 0.816 1.010
H 2.737 -0.003 2.562
H 2.671 -0.985 -0.366
H 2.398 -2.105 0.998
H 1.305 -2.981 -1.008
H 0.463 -1.438 -1.273
C -1.024 -3.689 -0.080
C -0.228 -5.019 -0.136
C -0.278 -5.488 -1.589
H 0.535 -5.041 -2.165
C -1.614 -4.947 -2.086
H -2.429 -5.555 -1.689
H -1.689 -4.937 -3.173
C -1.667 -3.546 -1.483
H -1.073 -2.867 -2.095
H -2.685 -3.162 -1.430
H -0.204 -6.571 -1.678
H -0.704 -5.758 0.508
H 0.788 -4.872 0.224
H -1.820 -3.788 0.665
H -1.514 -1.995 1.836
H -3.354 -0.405 1.514
H -2.117 0.807 1.912
```

Output
orbital gap: 8.8 eV
LUMO level: 0.0254 Ha
structure (SMILES): OCC[C@@H]1CN(Cc2cn[nH]c2C2CCCCC2)CCN1C1CCCC1
highest occupied orbital energy: -8.100 eV
2S+1: 1
energy relative to the best compared isomer or geometry (same formula, charge and spin): 0.000 eV